The following is a DFT calculation (wB97M-V/def2-TZVPD) of 17 unconnected molecules or ions with the total composition C69H180N10O27 in a non-equilibrium geometry.

Its HOMO energy is -8.19 eV. The molecular weight comes out at 1582.2 Da. As for the LUMO energy: 0.40 eV. The frontier orbital gap comes out at 8.6 eV. As for the strongest force on any atom: 3.917 eV/A.

ORCA input file:
```
! wB97M-V def2-TZVPD RIJCOSX def2/J DEFGRID3
* xyz 0 1
C 0.495 -2.962 5.640
C 1.847 -2.789 4.921
O 2.865 -2.987 5.927
H 0.410 -2.510 6.628
H 0.237 -4.021 5.611
H -0.242 -2.517 4.972
H 2.010 -1.762 4.594
H 1.983 -3.382 4.016
H 3.687 -3.246 5.503
C -3.969 0.214 -4.334
C -4.845 0.315 -5.548
O -5.270 -0.921 -6.088
H -4.577 -0.397 -3.667
H -3.784 1.147 -3.801
H -3.033 -0.327 -4.476
H -4.397 0.880 -6.365
H -5.746 0.866 -5.278
H -5.379 -0.857 -7.040
C -1.527 -2.761 -2.962
C -0.943 -3.576 -1.798
O 0.446 -3.320 -1.622
H -1.659 -1.688 -2.823
H -2.547 -3.142 -3.018
H -0.992 -2.937 -3.895
H -1.117 -4.640 -1.957
H -1.505 -3.434 -0.875
H 0.908 -3.981 -2.142
C -2.375 3.875 -6.160
C -1.802 5.261 -5.908
O -2.193 5.981 -7.001
H -3.461 3.808 -6.095
H -1.959 3.310 -5.327
H -1.916 3.282 -6.951
H -0.749 5.304 -5.630
H -2.272 5.755 -5.057
H -1.961 6.912 -6.961
C 0.236 0.300 -0.996
C 1.643 0.266 -0.425
O 1.487 0.370 0.956
H -0.344 0.877 -0.277
H -0.382 -0.597 -1.023
H 0.297 0.672 -2.018
H 2.217 1.157 -0.680
H 2.174 -0.650 -0.684
H 0.791 -0.227 1.240
C 6.102 0.037 0.337
C 5.335 0.347 1.638
O 6.184 1.057 2.494
H 5.432 -0.461 -0.364
H 6.868 -0.692 0.600
H 6.509 0.980 -0.029
H 4.775 -0.500 2.035
H 4.511 0.969 1.287
H 6.854 0.572 2.982
C 4.982 4.825 -0.965
C 6.126 5.866 -0.940
O 7.415 5.386 -1.147
H 5.013 4.262 -0.033
H 5.072 4.159 -1.823
H 3.988 5.271 -1.013
H 6.172 6.347 0.037
H 5.823 6.548 -1.734
H 7.693 5.209 -0.245
C 0.511 4.911 -2.048
O -0.735 4.295 -2.186
C -1.839 4.994 -1.617
C -3.138 4.143 -1.509
N -3.797 4.145 -2.818
C -5.162 3.551 -2.810
C -5.866 3.900 -4.147
O -7.282 3.728 -3.822
C -8.117 4.014 -4.950
H 0.526 5.999 -2.103
H 1.344 4.651 -2.700
H 0.762 4.747 -0.999
H -1.881 5.912 -2.204
H -1.689 5.218 -0.561
H -3.645 4.680 -0.708
H -2.968 3.118 -1.179
H -3.627 5.059 -3.214
H -5.877 3.659 -1.994
H -5.064 2.466 -2.801
H -5.507 3.236 -4.933
H -5.587 4.900 -4.479
H -7.863 4.939 -5.468
H -9.164 3.827 -4.712
H -7.981 3.214 -5.678
C 6.156 3.547 -4.302
O 4.936 3.067 -4.787
C 4.056 2.354 -3.965
C 2.796 2.079 -4.839
N 1.665 1.669 -4.058
C 0.640 0.837 -4.839
C 0.575 0.967 -6.352
O -0.590 0.341 -6.951
C -0.766 0.581 -8.371
H 6.806 3.354 -5.155
H 6.506 2.858 -3.533
H 6.206 4.589 -3.984
H 3.884 2.965 -3.078
H 4.503 1.431 -3.597
H 3.001 1.351 -5.624
H 2.472 3.035 -5.251
H 1.270 2.501 -3.643
H -0.353 1.062 -4.452
H 0.860 -0.179 -4.510
H 1.427 0.453 -6.796
H 0.550 2.044 -6.518
H -0.535 1.601 -8.677
H -1.745 0.227 -8.694
H -0.209 -0.124 -8.989
C 2.298 4.331 2.926
O 2.638 4.976 4.121
C 2.042 6.232 4.377
C 1.905 6.646 5.841
N 3.080 6.465 6.553
C 2.824 7.055 7.923
C 3.697 6.170 8.932
O 3.432 4.798 8.586
C 4.447 3.914 9.003
H 2.908 3.434 2.818
H 2.679 4.870 2.059
H 1.267 4.007 2.782
H 1.071 6.345 3.895
H 2.614 7.034 3.910
H 1.240 5.882 6.244
H 1.417 7.621 5.830
H 3.169 5.473 6.716
H 1.797 6.782 8.164
H 2.935 8.139 7.918
H 3.642 6.340 10.007
H 4.761 6.369 8.808
H 4.812 4.185 9.994
H 5.358 4.059 8.422
H 4.112 2.887 9.146
C 3.354 -8.230 -4.458
O 3.052 -6.846 -4.759
C 1.694 -6.578 -5.167
C 1.473 -5.104 -5.457
N 1.999 -4.344 -4.300
C 2.190 -2.926 -4.691
C 3.052 -2.233 -3.656
O 4.480 -2.289 -3.761
C 5.222 -1.696 -2.691
H 3.150 -8.822 -5.350
H 2.619 -8.677 -3.789
H 4.410 -8.413 -4.259
H 0.907 -6.905 -4.487
H 1.475 -6.952 -6.167
H 0.396 -5.027 -5.604
H 1.972 -4.793 -6.375
H 2.884 -4.728 -4.001
H 1.189 -2.500 -4.747
H 2.752 -2.791 -5.616
H 2.867 -2.574 -2.637
H 2.788 -1.176 -3.682
H 6.263 -1.496 -2.944
H 5.162 -2.254 -1.757
H 5.083 -0.639 -2.465
C 2.907 -6.244 7.947
O 2.335 -6.346 6.619
C 2.417 -7.678 6.052
C 1.862 -7.620 4.615
N 2.577 -6.752 3.656
C 3.969 -6.900 3.376
C 4.648 -5.661 2.855
O 4.609 -4.544 3.778
C 5.142 -3.352 3.147
H 3.618 -7.048 8.140
H 2.135 -6.529 8.662
H 3.336 -5.268 8.173
H 1.944 -8.467 6.636
H 3.453 -8.016 6.005
H 0.839 -7.247 4.596
H 1.559 -8.646 4.405
H 2.616 -5.878 4.162
H 4.170 -7.820 2.827
H 4.581 -7.172 4.235
H 4.264 -5.505 1.847
H 5.644 -5.941 2.511
H 6.140 -3.409 2.714
H 5.373 -2.660 3.957
H 4.428 -2.939 2.434
C 4.214 -4.679 -1.077
O 3.798 -5.756 -0.229
C 2.353 -5.969 -0.104
C 2.025 -7.412 -0.330
N 1.300 -7.909 0.855
C 1.128 -9.384 0.877
C 0.331 -9.784 -0.350
O -0.234 -11.208 -0.230
C -1.322 -11.159 0.724
H 3.898 -3.752 -0.599
H 3.682 -4.836 -2.016
H 5.298 -4.672 -1.184
H 1.755 -5.401 -0.816
H 2.046 -5.605 0.876
H 2.967 -7.951 -0.427
H 1.395 -7.626 -1.194
H 1.555 -7.399 1.689
H 0.752 -9.897 1.762
H 2.095 -9.877 0.776
H 0.875 -9.701 -1.291
H -0.444 -9.080 -0.652
H -1.973 -12.031 0.652
H -1.857 -10.216 0.616
H -0.996 -11.046 1.759
C -3.885 0.889 0.228
O -4.273 -0.379 0.686
C -4.766 -1.208 -0.406
C -5.849 -0.653 -1.302
N -6.963 -0.760 -0.404
C -8.196 -0.242 -1.032
C -9.464 -0.349 -0.006
O -10.679 0.221 -0.569
C -11.259 -0.482 -1.603
H -3.199 1.418 0.890
H -4.672 1.528 -0.170
H -3.378 0.743 -0.726
H -4.948 -2.198 0.012
H -3.897 -1.282 -1.060
H -6.095 -1.235 -2.191
H -5.540 0.364 -1.541
H -6.733 -0.379 0.503
H -8.346 -0.608 -2.048
H -7.984 0.815 -1.196
H -9.196 0.066 0.965
H -9.571 -1.433 0.007
H -11.038 -1.549 -1.569
H -11.103 -0.028 -2.581
H -12.349 -0.471 -1.562
C -2.968 -4.592 3.521
O -2.004 -3.901 2.765
C -2.518 -2.662 2.171
C -1.354 -1.731 1.584
N -0.317 -1.242 2.554
C -0.933 -0.252 3.511
C 0.081 0.500 4.439
O -0.522 1.812 4.737
C 0.366 2.758 5.269
H -2.830 -5.646 3.765
H -4.014 -4.464 3.240
H -2.731 -4.099 4.464
H -3.283 -2.204 2.797
H -3.029 -2.934 1.248
H -1.901 -1.012 0.974
H -0.727 -2.224 0.842
H -0.024 -2.013 3.137
H -1.795 -0.714 3.992
H -1.395 0.478 2.846
H 0.963 0.575 3.803
H 0.216 -0.082 5.351
H -0.019 3.776 5.329
H 1.269 2.828 4.662
H 0.801 2.647 6.262
C -4.420 7.815 -2.750
O -4.871 6.636 -2.143
C -6.032 6.813 -1.294
C -5.749 7.561 0.047
N -4.888 6.898 0.948
C -5.443 5.685 1.579
C -4.327 4.994 2.325
O -3.242 4.498 1.497
C -2.327 3.687 2.195
H -3.443 7.824 -3.234
H -4.404 8.672 -2.076
H -5.091 8.188 -3.524
H -6.584 5.907 -1.043
H -6.777 7.403 -1.828
H -6.699 7.808 0.520
H -5.467 8.557 -0.292
H -4.082 6.470 0.514
H -5.545 4.953 0.779
H -6.338 5.885 2.168
H -4.821 4.239 2.937
H -3.826 5.528 3.132
H -2.896 2.791 2.444
H -2.114 3.967 3.227
H -1.542 3.298 1.546
C 5.400 2.248 5.047
N 4.496 1.083 5.395
O 3.344 1.119 4.893
O 5.011 0.291 6.130
H 6.431 1.935 4.884
H 5.322 2.900 5.916
H 5.083 2.911 4.242
*
```

Mulliken atomic charge list, values in e, 4 entries: atom 1 (C): -0.9398, atom 2 (C): 0.5780, atom 3 (O): -0.6915, atom 4 (H): 0.3748